Record 1
The following is a DFT calculation (wB97M-V/def2-TZVPD) of a cluster of 2 separate species, CH8N4O in total at a distorted geometry.

Computed properties:
max |F|	1.32	eV/Å
lowest unoccupied orbital energy	0.0349	Ha
energy relative to the best compared isomer or geometry (same formula, charge and spin)	194.6	kJ/mol
SMILES string	[H]/N=N/N(C)O.N
molar mass	92.1	g mol⁻¹
HOMO-LUMO gap	0.329	Eh

The geometry in ORCA input format:
```
! RIJCOSX wB97M-V def2-TZVPD def2/J DEFGRID3
* xyz 0 1
C 0.41677 1.75275 -1.33423
N 0.19761 0.59684 -0.51002
O 1.04996 -0.46332 -0.75562
H 0.79371 -1.19729 -0.11718
H -0.51869 -1.75204 1.42247
H 0.28785 1.48947 -2.38470
H 1.42646 2.13452 -1.17820
H -0.32415 2.49002 -1.02879
N 0.22496 -2.31672 1.02673
N -0.67869 0.44101 0.40795
N -1.46921 1.42001 0.63902
H 0.87124 -2.56315 1.76523
H -0.17766 -3.16784 0.65615
H -2.10018 1.13574 1.39118
*
```

---

Record 2
The following is a DFT calculation (wB97M-V/def2-TZVPD) of a cluster of 2 separate species, CH8N4O in total at a distorted geometry.

Computed properties:
max |F|	4.18	eV/Å
lowest unoccupied orbital energy	0.0356	Ha
energy relative to the best compared isomer or geometry (same formula, charge and spin)	232.5	kJ/mol
SMILES string	[H]/N=N/NN.CO
molar mass	92.1	g mol⁻¹
HOMO-LUMO gap	0.389	Eh

The geometry in ORCA input format:
```
! RIJCOSX wB97M-V def2-TZVPD def2/J DEFGRID3
* xyz 0 1
C -0.35161 2.13819 -0.03146
O 0.47713 1.26187 0.67651
H 1.03859 0.60508 0.02051
H -1.02429 2.61082 0.68453
H -0.95724 1.60142 -0.77860
H 0.21282 2.92342 -0.54735
N 0.54212 -1.29920 -0.37420
N 1.48659 -1.92590 0.43919
N -0.78044 -1.16421 0.12015
N -1.62697 -0.74448 -0.68702
H 0.70213 -1.38827 -1.38047
H 1.11741 -2.79470 0.83167
H 1.66186 -1.29171 1.22088
H -2.49811 -0.53234 -0.19432
*
```

---

Record 3
The following is a DFT calculation (wB97M-V/def2-TZVPD) of a cluster of 2 separate species, CH8N5 in total at a distorted geometry.

Computed properties:
max |F|	3.64	eV/Å
lowest unoccupied orbital energy	-0.1766	Ha
energy relative to the best compared isomer or geometry (same formula, charge and spin)	356.2	kJ/mol
molar mass	90.1	g mol⁻¹
HOMO-LUMO gap	0.338	Eh

The geometry in ORCA input format:
```
! RIJCOSX wB97M-V def2-TZVPD def2/J DEFGRID3
* xyz 1 1
C 0.44610 -0.85891 1.12871
N 2.29800 0.76253 -0.32990
N 0.21587 0.00386 0.18312
N -0.60721 -1.54353 1.69176
N -1.25072 1.16754 -1.48986
N 1.14438 0.63230 -0.59846
H 1.48464 -1.14102 1.42170
H 2.79146 0.25704 0.49759
H -1.43138 2.11986 -1.17506
H -0.69239 0.42467 -0.24378
H -1.57660 -1.32824 1.35323
H -0.34565 -2.52790 1.97034
H -1.90239 0.88644 -2.16058
H -0.57412 1.14535 -2.24881
*
```

---

Record 4
The following is a DFT calculation (wB97M-V/def2-TZVPD) of a cluster of 2 separate species, CH8NO in total at a distorted geometry.

Computed properties:
max |F|	1.53	eV/Å
lowest unoccupied orbital energy	-0.1386	Ha
energy relative to the best compared isomer or geometry (same formula, charge and spin)	15.5	kJ/mol
molar mass	50.1	g mol⁻¹
HOMO-LUMO gap	0.482	Eh

The geometry in ORCA input format:
```
! RIJCOSX wB97M-V def2-TZVPD def2/J DEFGRID3
* xyz 1 1
C 0.00000 0.00000 0.00000
N -0.16519 -0.22887 -1.45582
H 0.98780 0.44498 0.20703
H -0.10295 -0.92148 0.59740
H -0.78017 0.71294 0.31569
H -0.47655 0.63179 -1.94970
H -0.89584 -0.95861 -1.57925
H 0.71067 -0.56444 -1.90511
O 2.34983 -1.01365 -2.29450
H 2.53392 -0.58876 -3.16274
H 2.31449 -1.97692 -2.49229
*
```

---

Record 5
The following is a DFT calculation (wB97M-V/def2-TZVPD) of a cluster of 2 separate species, CH8NO2 in total at a distorted geometry.

Computed properties:
max |F|	1.90	eV/Å
lowest unoccupied orbital energy	-0.1259	Ha
energy relative to the best compared isomer or geometry (same formula, charge and spin)	15.2	kJ/mol
molar mass	66.1	g mol⁻¹
HOMO-LUMO gap	0.457	Eh

The geometry in ORCA input format:
```
! RIJCOSX wB97M-V def2-TZVPD def2/J DEFGRID3
* xyz 1 1
O -1.29435 -1.63250 -1.28641
H -0.82291 -0.60798 -0.01582
H -2.22554 -1.87026 -1.42946
H -0.78055 -2.43794 -1.41791
N -0.43069 -0.01433 0.74954
C 0.39822 1.03830 0.03079
O 1.65707 0.97597 0.67460
H -1.18684 0.47513 1.21331
H 0.20293 -0.50365 1.38064
H -0.10250 1.99345 0.08460
H 0.55750 0.71524 -0.98981
H 2.10762 1.82649 0.61639
*
```

---

Record 6
The following is a DFT calculation (wB97M-V/def2-TZVPD) of a cluster of 2 separate species, CH8NO2 in total at a distorted geometry.

Computed properties:
expectation value of S²	0.761
max |F|	3.31	eV/Å
lowest unoccupied orbital energy (alpha / beta)	-0.3125 / -0.6100	Ha
energy relative to the best compared isomer or geometry (same formula, charge and spin)	96.9	kJ/mol
molar mass	66.1	g mol⁻¹
HOMO-LUMO gap (alpha / beta)	0.544 / 0.172	Eh

The geometry in ORCA input format:
```
! RIJCOSX wB97M-V def2-TZVPD def2/J DEFGRID3
* xyz 2 2
O -0.50360 1.73054 -1.55908
H 0.07619 0.41046 -0.55432
H 0.16655 2.01436 -2.22919
H -1.33615 1.43342 -1.96449
N 0.21317 -0.64431 -0.60000
C -0.16789 -1.09072 0.93667
O 0.60043 -0.29146 1.69575
H 1.23089 -0.70699 -0.75819
H -0.52010 -1.10789 -1.13326
H -1.23143 -0.90435 1.10773
H 0.01367 -2.18161 0.85515
H 0.12792 0.34611 2.29023
*
```

---

Record 7
The following is a DFT calculation (wB97M-V/def2-TZVPD) of a cluster of 3 separate species, CH8NO3 in total at a distorted geometry.

Computed properties:
max |F|	2.35	eV/Å
lowest unoccupied orbital energy	0.1602	Ha
energy relative to the best compared isomer or geometry (same formula, charge and spin)	41.8	kJ/mol
molar mass	82.1	g mol⁻¹
HOMO-LUMO gap	0.302	Eh

The geometry in ORCA input format:
```
! RIJCOSX wB97M-V def2-TZVPD def2/J DEFGRID3
* xyz -1 1
N -0.68749 -1.46644 -1.22214
C -0.32619 -0.02307 -0.79644
O 0.70440 0.12941 0.05144
H 0.20097 -1.78840 -1.61713
H -0.65298 -1.77971 -0.24937
H -0.31190 0.59255 -1.72879
H -1.31294 0.29591 -0.31758
H 0.72640 3.10762 -0.83956
H 0.38068 1.92328 0.05832
O 0.07083 2.83325 -0.19116
H 0.42445 -0.88553 1.28574
H -0.70216 -1.75984 2.11332
O 0.22835 -1.59956 1.97487
*
```

---

Record 8
The following is a DFT calculation (wB97M-V/def2-TZVPD) of a cluster of 3 separate species, CH8O2S2 in total at a distorted geometry.

Computed properties:
expectation value of S²	0.754
max |F|	4.22	eV/Å
lowest unoccupied orbital energy (alpha / beta)	0.1313 / 0.1301	Ha
energy relative to the best compared isomer or geometry (same formula, charge and spin)	28.6	kJ/mol
molar mass	116.2	g mol⁻¹
HOMO-LUMO gap (alpha / beta)	0.129 / 0.253	Eh

The geometry in ORCA input format:
```
! RIJCOSX wB97M-V def2-TZVPD def2/J DEFGRID3
* xyz -1 2
C -2.36266 0.19522 -1.88742
S -1.30003 0.95396 -0.58595
S -1.10370 -0.92115 0.36814
H -3.32188 -0.10547 -1.48555
H -2.47539 0.96384 -2.62042
H -1.87460 -0.62466 -2.36605
H -0.67910 -0.44681 1.52367
H 3.04434 -0.69678 1.36441
H 4.15620 -1.53091 0.81849
O 3.83495 -1.16950 1.65399
H 1.36863 0.72282 -0.16936
H 2.28988 1.44850 0.91636
O 2.31242 0.85381 0.14812
*
```

---

Record 9
The following is a DFT calculation (wB97M-V/def2-TZVPD) of the molecule CH8O2Si2 at a distorted geometry.

Computed properties:
max |F|	3.16	eV/Å
lowest unoccupied orbital energy	0.0235	Ha
energy relative to the best compared isomer or geometry (same formula, charge and spin)	254.4	kJ/mol
SMILES string	OC(O)([SiH3])[SiH3]
molar mass	108.2	g mol⁻¹
HOMO-LUMO gap	0.369	Eh

The geometry in ORCA input format:
```
! RIJCOSX wB97M-V def2-TZVPD def2/J DEFGRID3
* xyz 0 1
C 0.05981 0.23769 -0.09458
O 0.36560 0.81738 -1.30931
O -0.17898 1.37650 0.80706
Si -1.67558 -0.51902 0.19260
Si 1.76099 -0.63391 0.24167
H -0.11202 1.58742 -1.56346
H 0.51142 2.03637 0.90109
H -2.14420 -1.35119 -0.95095
H -1.83032 -1.56355 1.26702
H -2.73224 0.51917 0.27704
H 1.40818 -1.42070 -0.97183
H 2.50193 0.58987 -0.01321
H 2.06543 -1.67604 1.21684
*
```

---

Record 10
The following is a DFT calculation (wB97M-V/def2-TZVPD) of a cluster of 3 separate species, CH8O3 in total at a distorted geometry.

Computed properties:
expectation value of S²	0.751
max |F|	2.61	eV/Å
lowest unoccupied orbital energy (alpha / beta)	0.1472 / 0.1553	Ha
energy relative to the best compared isomer or geometry (same formula, charge and spin)	51.6	kJ/mol
molar mass	68.1	g mol⁻¹
HOMO-LUMO gap (alpha / beta)	0.116 / 0.394	Eh

The geometry in ORCA input format:
```
! RIJCOSX wB97M-V def2-TZVPD def2/J DEFGRID3
* xyz -1 2
C -0.29386 0.66164 1.60399
O -1.30470 -0.24395 1.20367
H -0.18058 1.27018 0.65467
H -0.69441 1.22907 2.40352
H 0.64756 0.19877 1.86929
H -2.13569 0.22366 1.36422
H 2.11355 1.48263 -1.74942
H 0.79875 1.07857 -0.99328
O 1.78123 0.77532 -1.18521
H -0.61365 -2.27866 -0.99175
H 0.18359 -1.83025 -2.28682
O -0.30180 -2.56697 -1.89288
*
```

---

Record 11
The following is a DFT calculation (wB97M-V/def2-TZVPD) of a structure of composition CH8O5 at a distorted geometry.

Computed properties:
expectation value of S²	0.755
max |F|	2.41	eV/Å
lowest unoccupied orbital energy (alpha / beta)	-0.1771 / -0.3700	Ha
energy relative to the best compared isomer or geometry (same formula, charge and spin)	109.2	kJ/mol
molar mass	100.1	g mol⁻¹
HOMO-LUMO gap (alpha / beta)	0.365 / 0.172	Eh

The geometry in ORCA input format:
```
! RIJCOSX wB97M-V def2-TZVPD def2/J DEFGRID3
* xyz 1 2
H 0.57198 -0.71854 0.71930
O 1.10932 -1.48574 -0.10699
O -0.22363 -0.06653 1.41136
H 1.57351 -0.96612 -0.88048
H 1.81625 -1.52026 0.57255
C -0.28018 1.10242 0.99620
H -1.07544 1.76263 1.39822
O 0.44137 1.62770 0.10651
O -3.72080 -0.37801 0.12021
H -3.12562 -0.85242 0.70938
H -3.26104 0.43249 -0.11888
O 2.25209 -0.13325 -1.98222
H 3.10869 0.31883 -1.97023
H 1.60694 0.52816 -1.70560
*
```

---

Record 12
The following is a DFT calculation (wB97M-V/def2-TZVPD) of a cluster of 2 separate species, CH9N2O in total at a distorted geometry.

Computed properties:
expectation value of S²	0.757
max |F|	3.27	eV/Å
lowest unoccupied orbital energy (alpha / beta)	-0.3058 / -0.5254	Ha
energy relative to the best compared isomer or geometry (same formula, charge and spin)	0.0	kJ/mol
molar mass	65.1	g mol⁻¹
HOMO-LUMO gap (alpha / beta)	0.510 / 0.279	Eh

The geometry in ORCA input format:
```
! RIJCOSX wB97M-V def2-TZVPD def2/J DEFGRID3
* xyz 2 2
N -0.50210 -1.46819 0.52720
C -1.43736 -0.37142 0.45162
O -0.71543 0.80356 -0.04360
H -0.17847 -1.74807 -0.40887
H 0.32725 -1.22167 1.08218
H -2.22390 -0.52778 -0.28614
H -1.88173 -0.14247 1.42524
H -0.96712 1.58917 0.48008
N 2.00560 0.72302 -0.73598
H 2.13069 -0.06563 -1.37867
H 1.01537 0.68175 -0.34962
H 2.73817 0.65641 -0.02227
H 2.15388 1.61059 -1.23420
*
```